ORCA calculation (ωB97M-V/def2-TZVPD) on C33H40N3O2Pt as an isolated structure.

* HOMO-LUMO gap: 6.60 eV
* LUMO: 2.5 eV
* net charge: -1

Geometry (Å):
Pt  -0.343  1.393  0.309
N  1.684  1.425  0.629
C  2.449  2.210  -0.294
C  3.503  1.624  -0.974
C  4.218  2.355  -1.909
C  3.864  3.674  -2.149
C  2.805  4.245  -1.459
C  2.071  3.533  -0.509
C  0.914  4.152  0.194
C  1.003  5.527  0.444
C  -0.069  6.248  0.932
C  -1.263  5.577  1.150
C  -1.335  4.209  0.948
C  -0.259  3.421  0.516
H  1.992  0.458  0.614
H  1.734  1.774  1.586
H  3.749  0.586  -0.780
H  5.032  1.893  -2.451
H  4.398  4.255  -2.890
H  2.511  5.261  -1.689
H  1.942  6.037  0.260
H  0.026  7.308  1.134
H  -2.137  6.113  1.504
H  -2.282  3.741  1.159
N  -2.375  1.280  -0.098
C  -3.416  1.372  0.978
C  -3.384  0.249  1.994
C  -2.583  0.536  3.294
O  -2.849  -0.223  4.246
O  -1.748  1.465  3.225
H  -2.607  1.955  -0.821
H  -2.457  0.361  -0.534
H  -4.387  1.381  0.470
H  -3.289  2.313  1.501
H  -2.947  -0.640  1.536
H  -4.400  -0.029  2.281
C  0.044  1.157  -4.723
C  -0.105  -0.057  -3.839
C  -0.265  -1.324  -4.397
C  -0.375  -2.417  -3.549
C  -0.535  -3.808  -4.113
C  -0.341  -2.252  -2.171
C  -0.196  -0.983  -1.549
C  -0.067  0.097  -2.468
N  -0.169  -0.725  -0.198
C  -0.022  -1.828  0.769
C  1.231  -2.696  0.506
C  1.386  -3.785  1.578
C  1.564  -3.143  2.955
C  0.340  -2.275  3.260
C  -0.909  -3.153  3.306
C  -1.093  -3.819  1.942
C  0.134  -4.669  1.598
C  -1.270  -2.740  0.873
C  0.199  -1.218  2.164
H  0.124  0.873  -5.773
H  0.935  1.730  -4.455
H  -0.812  1.828  -4.619
H  -0.290  -1.455  -5.474
H  -0.547  -3.792  -5.203
H  -1.465  -4.267  -3.772
H  0.283  -4.458  -3.794
H  -0.427  -3.150  -1.583
H  0.094  1.092  -2.064
H  2.106  -2.033  0.520
H  1.212  -3.157  -0.481
H  2.261  -4.398  1.339
H  2.472  -2.530  2.968
H  1.683  -3.918  3.721
H  0.460  -1.765  4.219
H  -1.778  -2.537  3.557
H  -0.805  -3.911  4.090
H  -1.984  -4.456  1.960
H  -0.003  -5.145  0.620
H  0.257  -5.470  2.335
H  -2.132  -2.120  1.121
H  -1.501  -3.210  -0.080
H  1.131  -0.642  2.154
H  -0.589  -0.512  2.404